No. 1
# C44H40BClNO26S

A cluster of 7 separate species, C44H40BClNO26S in total (ωB97M-V/def2-TZVPD, OMol25).

CARTESIAN COORDINATES (ANGSTROEM)
C (1.554, -3.668, -5.786)
C (2.341, -3.498, -4.902)
C (3.295, -3.293, -3.831)
C (3.203, -1.856, -3.261)
C (3.428, -1.885, -1.771)
N (3.852, -0.549, -1.189)
S (2.818, 0.790, -1.766)
C (3.957, -0.682, 0.331)
C (2.660, -0.479, 1.116)
C (2.529, 0.926, 1.688)
Cl (2.739, -1.651, 2.462)
B (5.328, -0.195, -1.635)
O (6.148, -1.210, -1.963)
O (5.609, 1.108, -1.742)
H (0.871, -3.876, -6.574)
H (4.295, -3.460, -4.230)
H (3.113, -4.035, -3.054)
H (2.220, -1.466, -3.497)
H (3.951, -1.252, -3.771)
H (4.164, -2.627, -1.480)
H (2.504, -2.158, -1.262)
H (1.714, 0.321, -1.180)
H (4.696, 0.036, 0.681)
H (4.332, -1.684, 0.509)
H (1.786, -0.746, 0.532)
H (3.016, 0.981, 2.656)
H (1.488, 1.204, 1.816)
H (2.990, 1.652, 1.022)
H (6.450, -1.802, -1.264)
H (6.334, 1.434, -1.196)
C (-0.031, -0.833, -9.788)
C (-0.040, -2.103, -9.357)
C (-1.080, -2.613, -8.390)
O (-0.980, -3.785, -8.057)
C (-2.093, -1.708, -7.916)
C (-2.103, -0.433, -8.350)
C (-1.052, 0.078, -9.325)
O (-1.111, 1.246, -9.661)
O (-3.013, 0.427, -7.942)
O (0.849, -3.006, -9.723)
H (0.719, -0.455, -10.467)
H (-2.828, -2.085, -7.220)
H (-2.949, 1.310, -8.371)
H (0.598, -3.838, -9.276)
C (6.029, -0.562, -6.424)
C (4.722, -0.635, -6.705)
C (4.194, -1.326, -7.945)
O (2.984, -1.342, -8.074)
C (5.136, -1.908, -8.870)
C (6.449, -1.836, -8.595)
C (6.976, -1.166, -7.344)
O (8.180, -1.173, -7.179)
O (7.391, -2.335, -9.370)
O (3.771, -0.119, -5.937)
H (6.418, -0.067, -5.545)
H (4.751, -2.387, -9.759)
H (8.247, -2.147, -8.937)
H (2.924, -0.330, -6.388)
C (-0.371, -1.368, 4.368)
C (-1.114, -2.245, 5.062)
C (-2.149, -1.791, 6.071)
O (-2.778, -2.667, 6.637)
C (-2.326, -0.376, 6.306)
C (-1.579, 0.497, 5.613)
C (-0.562, 0.046, 4.589)
O (0.051, 0.919, 3.993)
O (-1.658, 1.809, 5.753)
O (-1.022, -3.553, 4.940)
H (0.368, -1.668, 3.642)
H (-3.061, -0.078, 7.043)
H (-1.011, 2.197, 5.135)
H (-1.678, -3.936, 5.559)
C (-5.277, -2.134, 8.905)
C (-6.022, -2.995, 9.614)
C (-7.051, -2.530, 10.624)
O (-7.679, -3.403, 11.196)
C (-7.216, -1.112, 10.845)
C (-6.469, -0.245, 10.141)
C (-5.463, -0.716, 9.110)
O (-4.848, 0.145, 8.501)
O (-6.545, 1.064, 10.288)
O (-5.942, -4.308, 9.510)
H (-4.541, -2.449, 8.177)
H (-7.939, -0.791, 11.581)
H (-5.881, 1.463, 9.691)
H (-6.601, -4.669, 10.138)
C (-0.891, 3.028, 12.223)
C (-2.198, 2.860, 11.973)
C (-2.693, 2.115, 10.752)
O (-3.900, 2.006, 10.624)
C (-1.732, 1.582, 9.814)
C (-0.426, 1.753, 10.064)
C (0.074, 2.481, 11.295)
O (1.283, 2.559, 11.418)
O (0.546, 1.314, 9.282)
O (-3.164, 3.314, 12.748)
H (-0.525, 3.556, 13.092)
H (-2.104, 1.065, 8.941)
H (1.379, 1.579, 9.724)
H (-4.008, 3.045, 12.334)
C (-1.619, 5.406, -6.266)
C (-1.821, 4.453, -7.190)
C (-3.216, 4.092, -7.680)
O (-3.285, 3.210, -8.527)
C (-4.352, 4.786, -7.137)
C (-4.145, 5.740, -6.214)
C (-2.758, 6.112, -5.727)
O (-2.698, 6.999, -4.895)
O (-5.107, 6.435, -5.645)
O (-0.846, 3.762, -7.743)
H (-0.635, 5.676, -5.909)
H (-5.338, 4.515, -7.487)
H (-4.672, 7.056, -5.025)
H (-1.229, 3.146, -8.411)

## Properties
* LUMO: -3.35 eV
* HOMO-LUMO gap: 7.21 eV
* net charge: +1
* HOMO: -10.6 eV

Atom charges from the Löwdin analysis, given in e for atoms 1 to 8: 0.1552, -0.1376, -0.1828, -0.1959, -0.1708, -0.3817, 1.0374, -0.1903

=====

No. 2
# C44H40BCrN10O2

A structure of composition C44H40BCrN10O2 (ωB97M-V/def2-TZVPD, OMol25).

CARTESIAN COORDINATES (ANGSTROEM)
Cr (0.500, -0.478, -0.303)
C (3.670, 1.300, 2.094)
C (2.890, 0.938, 0.992)
N (1.855, 0.124, 1.088)
C (1.535, -0.386, 2.310)
C (2.212, -0.003, 3.492)
C (3.325, 0.853, 3.343)
C (1.756, -0.498, 4.728)
C (0.671, -1.347, 4.759)
C (0.047, -1.795, 3.593)
C (0.485, -1.357, 2.345)
N (-0.005, -1.703, 1.131)
C (-0.723, -2.866, 0.840)
C (-0.526, -4.107, 1.418)
C (-1.073, -5.286, 0.896)
C (-1.833, -5.239, -0.273)
C (-2.047, -4.043, -0.917)
C (-3.010, -3.687, -1.995)
C (-2.429, -2.886, -3.191)
C (-1.260, -1.940, -2.804)
N (-0.868, -1.815, -1.383)
C (-1.585, -2.773, -0.356)
H (4.525, 1.945, 1.945)
H (3.096, 1.351, 0.013)
H (3.891, 1.140, 4.220)
H (2.266, -0.203, 5.636)
H (0.298, -1.691, 5.715)
H (-0.809, -2.452, 3.646)
H (0.114, -4.171, 2.292)
H (-0.893, -6.231, 1.391)
H (-2.262, -6.152, -0.675)
H (-3.662, -4.499, -2.315)
H (-2.345, -3.366, -4.162)
H (-0.446, -1.825, -3.517)
B (-1.963, 0.625, -3.290)
N (-2.201, -0.782, -2.631)
C (-3.370, -1.687, -2.893)
C (-3.733, -2.351, -1.545)
C (-2.805, -1.733, -0.496)
N (-1.906, -0.788, -1.198)
N (-0.432, 0.924, -3.222)
C (0.171, 1.638, -4.187)
C (1.511, 1.769, -3.886)
C (1.651, 1.075, -2.688)
N (0.484, 0.577, -2.285)
H (-2.274, 0.526, -4.448)
H (-2.614, 1.414, -2.663)
H (-4.130, -1.284, -3.554)
H (-4.779, -2.398, -1.261)
H (-3.261, -1.334, 0.397)
H (-0.401, 2.010, -5.021)
H (2.266, 2.286, -4.451)
H (2.543, 0.904, -2.107)
C (1.407, -4.616, -2.675)
C (2.669, -3.861, -2.214)
C (3.455, -4.724, -1.216)
C (3.546, -3.488, -3.418)
C (2.211, -2.649, -1.542)
N (1.740, -1.741, -1.033)
H (1.703, -5.581, -3.086)
H (0.882, -4.056, -3.451)
H (0.720, -4.783, -1.841)
H (3.773, -5.639, -1.715)
H (2.831, -4.988, -0.361)
H (4.338, -4.197, -0.854)
H (3.759, -4.389, -3.993)
H (4.490, -3.051, -3.092)
H (3.040, -2.771, -4.066)
O (-2.269, 0.066, 1.953)
C (-1.665, 1.022, 1.504)
N (-1.939, 2.320, 1.868)
C (-0.929, 3.238, 1.385)
C (-0.158, 2.277, 0.445)
O (0.782, 2.610, -0.266)
N (-0.647, 1.021, 0.561)
C (-0.036, 3.724, 2.537)
C (-0.636, 4.117, 3.731)
C (0.130, 4.525, 4.810)
C (1.513, 4.555, 4.710)
C (2.117, 4.196, 3.517)
C (1.349, 3.787, 2.434)
C (-1.500, 4.425, 0.624)
C (-0.634, 5.312, -0.011)
C (-1.132, 6.408, -0.694)
C (-2.500, 6.640, -0.744)
C (-3.365, 5.758, -0.117)
C (-2.869, 4.652, 0.559)
H (-2.463, 2.483, 2.707)
H (-1.716, 4.119, 3.823)
H (-0.358, 4.823, 5.730)
H (2.114, 4.866, 5.556)
H (3.195, 4.229, 3.422)
H (1.828, 3.512, 1.505)
H (0.431, 5.124, 0.023)
H (-0.449, 7.089, -1.186)
H (-2.888, 7.504, -1.269)
H (-4.434, 5.929, -0.150)
H (-3.553, 3.956, 1.026)

## Properties
* LUMO (alpha / beta): 0.07 / -0.16 eV
* multiplicity: 4
* HOMO-LUMO gap (alpha / beta): 5.25 / 5.10 eV
* net charge: 0
* HOMO (alpha / beta): -5.2 / -5.3 eV

Atom charges from the Löwdin analysis, given in e for atoms 1 to 8: 0.8215, -0.0543, -0.1094, 0.0210, -0.1281, -0.1525, 0.0035, -0.0579

=====

No. 3
# C44H40EuFGe2N6OS3Si

A structure of composition C44H40EuFGe2N6OS3Si (ωB97M-V/def2-TZVPD, OMol25).

CARTESIAN COORDINATES (ANGSTROEM)
Eu (12.356, 10.898, 14.727)
S (6.203, 10.208, 20.129)
N (7.757, 9.673, 20.242)
C (8.293, 9.906, 19.056)
C (9.688, 9.613, 18.699)
C (10.614, 9.179, 19.592)
C (11.927, 8.984, 19.120)
C (12.266, 9.342, 17.867)
N (11.422, 9.868, 16.994)
C (10.114, 9.997, 17.395)
C (9.193, 10.602, 16.439)
N (9.729, 10.902, 15.166)
C (8.874, 11.657, 14.407)
C (7.557, 12.013, 14.797)
C (6.987, 11.595, 16.001)
C (7.868, 10.945, 16.783)
C (7.402, 10.568, 18.126)
N (6.197, 10.779, 18.641)
H (10.306, 8.925, 20.620)
H (12.690, 8.500, 19.691)
H (13.323, 9.266, 17.535)
H (9.219, 11.976, 13.441)
H (7.084, 12.574, 14.051)
H (5.998, 11.864, 16.359)
S (14.991, 9.668, 14.271)
C (15.575, 9.940, 15.956)
C (16.345, 8.902, 16.560)
C (16.802, 8.870, 17.850)
C (17.626, 7.791, 18.237)
N (18.312, 6.975, 18.662)
C (16.530, 9.968, 18.678)
C (15.791, 11.000, 18.157)
C (15.320, 11.108, 16.791)
S (14.350, 12.560, 16.447)
C (17.032, 10.112, 20.017)
N (17.390, 10.194, 21.125)
H (16.652, 8.107, 15.926)
H (15.525, 11.830, 18.805)
C (11.231, 14.419, 14.509)
Si (11.611, 13.733, 12.809)
C (10.252, 14.255, 11.609)
C (13.126, 14.740, 12.181)
O (11.767, 12.123, 12.847)
H (10.867, 15.446, 14.403)
H (12.101, 14.472, 15.113)
H (10.431, 13.866, 15.085)
H (10.325, 15.249, 11.193)
H (9.210, 14.172, 11.995)
H (10.274, 13.693, 10.639)
H (12.896, 15.839, 12.288)
H (13.302, 14.527, 11.143)
H (14.057, 14.532, 12.715)
F (10.499, 6.633, 15.542)
C (10.730, 6.926, 14.247)
C (11.807, 7.782, 13.968)
C (12.059, 8.103, 12.638)
C (11.240, 7.658, 11.615)
C (10.142, 6.862, 11.903)
C (9.929, 6.469, 13.196)
H (12.569, 8.090, 14.709)
H (12.886, 8.719, 12.381)
H (9.481, 6.497, 11.146)
H (9.073, 5.899, 13.563)
C (13.324, 6.559, 6.927)
Ge (11.780, 6.389, 8.128)
C (10.222, 6.182, 6.970)
C (11.990, 4.832, 9.273)
Ge (11.567, 8.272, 9.747)
C (10.108, 9.603, 9.440)
C (9.435, 10.194, 10.505)
C (8.534, 11.218, 10.340)
C (8.303, 11.742, 9.069)
C (8.927, 11.153, 7.984)
C (9.834, 10.136, 8.182)
C (13.248, 9.238, 9.823)
C (13.219, 10.460, 10.530)
C (14.377, 11.158, 10.764)
C (15.605, 10.622, 10.326)
C (15.670, 9.425, 9.645)
C (14.445, 8.749, 9.363)
H (13.060, 6.175, 5.948)
H (14.129, 5.924, 7.329)
H (13.707, 7.585, 6.864)
H (10.265, 5.383, 6.234)
H (10.087, 7.076, 6.377)
H (9.297, 6.032, 7.555)
H (11.802, 3.830, 8.795)
H (11.218, 4.927, 10.079)
H (12.971, 4.864, 9.758)
H (9.620, 9.759, 11.485)
H (8.062, 11.686, 11.230)
H (7.659, 12.582, 8.918)
H (8.749, 11.517, 6.987)
H (10.387, 9.785, 7.295)
H (12.298, 10.909, 10.944)
H (14.332, 12.048, 11.299)
H (16.527, 11.104, 10.691)
H (16.579, 8.956, 9.276)
H (14.526, 7.845, 8.699)

## Properties
* LUMO (alpha / beta): 3.52 / 3.52 eV
* multiplicity: 7
* HOMO-LUMO gap (alpha / beta): 4.06 / 3.55 eV
* net charge: -2
* HOMO (alpha / beta): -0.5 / 0.0 eV

Atom charges from the Löwdin analysis, given in e for atoms 1 to 8: 1.3078, 0.8937, -0.2265, -0.2953, -0.1318, -0.0254, -0.0872, -0.1781